[1]
The following is a quantum chemistry calculation of 6 unconnected molecules or ions with the total composition C45H51BFO4, from the OMol25 dataset.

Geometry (Å):
C  -1.67  4.67  1.15
C  -1.10  3.28  1.79
C  -0.06  3.20  2.93
C  0.39  1.79  3.40
C  -0.14  0.45  2.80
C  0.34  -1.01  3.31
C  -0.69  -1.69  4.33
C  1.86  -0.99  3.88
C  -1.20  0.50  1.64
O  -1.69  -0.75  1.16
C  -1.04  -1.27  -0.04
B  0.27  -0.51  -0.59
O  1.52  -0.44  0.19
C  1.81  0.98  0.11
C  1.33  1.37  -1.41
C  2.29  0.87  -2.62
C  3.78  0.63  -2.06
O  4.16  -0.50  -1.74
F  4.69  1.74  -1.96
O  0.01  0.76  -1.33
C  -1.67  1.93  1.17
H  -2.80  4.73  1.26
H  -1.12  5.54  1.64
H  -1.35  4.65  0.04
H  0.35  4.15  3.42
H  1.13  1.70  4.27
H  0.37  -1.68  2.37
H  -1.78  -1.44  4.11
H  -0.41  -1.49  5.43
H  -0.59  -2.84  4.19
H  1.89  -1.20  5.01
H  2.45  -1.79  3.32
H  2.39  0.00  3.72
H  -0.83  -2.40  0.14
H  -1.83  -1.26  -0.89
H  0.61  -1.22  -1.52
H  2.86  1.33  0.40
H  1.14  1.69  0.72
H  1.33  2.52  -1.48
H  1.95  -0.12  -3.08
H  2.25  1.67  -3.43
H  -2.47  1.95  0.34
C  -5.46  4.66  3.14
C  -6.08  5.46  4.10
C  -7.15  6.27  3.74
C  -7.61  6.28  2.43
C  -7.00  5.47  1.47
C  -5.92  4.67  1.83
H  -4.62  4.03  3.42
H  -5.73  5.45  5.13
H  -7.63  6.90  4.49
H  -8.45  6.91  2.15
H  -7.36  5.48  0.45
H  -5.43  4.05  1.08
C  5.34  -3.13  -0.06
C  4.58  -3.19  1.11
C  4.75  -4.24  2.00
C  5.69  -5.23  1.73
C  6.45  -5.18  0.57
C  6.27  -4.13  -0.33
H  5.20  -2.31  -0.75
H  3.85  -2.41  1.32
H  4.15  -4.29  2.90
H  5.82  -6.05  2.43
H  7.18  -5.95  0.37
H  6.86  -4.09  -1.23
C  -1.78  5.34  -3.93
C  -1.75  6.63  -4.44
C  -0.70  7.48  -4.12
C  0.33  7.03  -3.30
C  0.30  5.74  -2.79
C  -0.76  4.89  -3.10
H  -2.61  4.68  -4.18
H  -2.55  6.98  -5.09
H  -0.67  8.49  -4.51
H  1.15  7.70  -3.05
H  1.10  5.39  -2.14
H  -0.79  3.89  -2.69
C  -4.34  0.47  -4.75
C  -4.71  -0.86  -4.85
C  -3.90  -1.85  -4.31
C  -2.71  -1.51  -3.66
C  -2.34  -0.17  -3.56
C  -3.15  0.82  -4.11
H  -4.97  1.25  -5.17
H  -5.64  -1.13  -5.34
H  -4.18  -2.90  -4.39
H  -2.08  -2.28  -3.23
H  -1.42  0.10  -3.05
H  -2.86  1.86  -4.03
C  2.89  -8.45  -0.21
C  2.54  -9.80  -0.29
C  3.37  -10.76  0.26
C  4.55  -10.38  0.91
C  4.89  -9.04  1.00
C  4.06  -8.07  0.44
H  2.24  -7.70  -0.64
H  1.62  -10.09  -0.79
H  3.11  -11.81  0.19
H  5.19  -11.14  1.34
H  5.80  -8.74  1.50
H  4.33  -7.02  0.50

Results
total charge: -1
HOMO level: -0.163 Eh

***

[2]
The following is a quantum chemistry calculation of a molecular structure, C45H51CuGeN7OP2S2Se2, from the OMol25 dataset.

Geometry (Å):
Cu  -0.46  -0.57  0.12
Se  3.67  1.31  5.96
P  1.70  1.75  5.30
C  0.38  1.04  6.34
C  -0.93  0.99  5.86
C  -1.94  0.47  6.64
C  -1.65  -0.01  7.92
C  -0.36  0.04  8.40
C  0.66  0.56  7.61
C  1.45  3.56  5.50
C  2.48  4.43  5.13
C  2.39  5.78  5.41
C  1.30  6.29  6.10
C  0.28  5.43  6.48
C  0.35  4.08  6.18
C  1.23  1.08  3.70
C  0.91  1.39  2.38
N  0.56  0.23  1.79
N  0.69  -0.74  2.69
N  1.08  -0.26  3.84
P  0.87  3.00  1.56
Se  0.38  3.23  -0.46
C  2.54  3.67  1.89
C  3.58  2.84  2.28
C  4.87  3.36  2.43
C  5.11  4.70  2.19
C  4.07  5.53  1.76
C  2.80  5.01  1.59
C  -0.37  3.89  2.57
C  -0.22  5.18  3.04
C  -1.29  5.82  3.66
C  -2.50  5.17  3.82
C  -2.65  3.87  3.35
C  -1.59  3.23  2.71
H  -1.15  1.33  4.85
H  -2.95  0.43  6.25
H  -2.45  -0.43  8.53
H  -0.13  -0.35  9.38
H  1.69  0.59  7.96
H  3.36  4.03  4.65
H  3.20  6.44  5.11
H  1.24  7.34  6.33
H  -0.59  5.81  7.02
H  -0.46  3.43  6.49
H  3.41  1.79  2.47
H  5.67  2.70  2.74
H  6.11  5.11  2.31
H  4.26  6.57  1.54
H  2.01  5.63  1.19
H  0.73  5.69  2.95
H  -1.16  6.83  4.03
H  -3.33  5.67  4.31
H  -3.59  3.35  3.46
H  -1.73  2.24  2.30
C  -5.40  -1.59  -2.87
C  -5.08  -0.12  -3.12
N  -3.66  0.17  -3.23
C  -3.08  0.26  -4.55
C  -2.60  -1.07  -5.11
C  -2.87  0.24  -2.09
S  -1.20  0.46  -2.24
N  -3.60  0.04  -0.97
C  -3.09  0.22  0.25
O  -2.07  0.83  0.61
C  -3.93  -0.38  1.37
C  -5.28  -0.70  1.20
C  -6.01  -1.22  2.26
C  -5.40  -1.45  3.48
C  -4.05  -1.16  3.64
C  -3.32  -0.62  2.60
H  -6.48  -1.74  -2.75
H  -4.89  -1.92  -1.96
H  -5.07  -2.22  -3.70
H  -5.50  0.47  -2.31
H  -5.54  0.21  -4.05
H  -2.24  0.95  -4.50
H  -3.84  0.70  -5.21
H  -1.88  -1.51  -4.42
H  -2.11  -0.93  -6.08
H  -3.43  -1.77  -5.25
H  -5.73  -0.52  0.23
H  -7.06  -1.45  2.12
H  -5.97  -1.88  4.30
H  -3.55  -1.37  4.59
H  -2.27  -0.40  2.70
S  3.00  0.29  -0.65
C  4.35  -0.10  -1.49
N  5.05  -1.28  -1.43
C  5.99  -1.38  -2.52
C  6.25  0.10  -2.83
N  4.99  0.68  -2.42
H  4.53  -2.08  -1.10
H  5.56  -1.88  -3.40
H  6.90  -1.90  -2.22
H  6.45  0.28  -3.88
H  7.10  0.48  -2.24
H  4.82  1.68  -2.37
C  0.74  -5.02  1.03
Ge  0.56  -3.90  -0.59
C  2.41  -3.33  -1.01
C  0.12  -5.18  -2.05
C  -0.62  -2.44  -0.41
H  1.34  -5.91  0.85
H  -0.25  -5.32  1.39
H  1.21  -4.43  1.82
H  3.08  -4.19  -1.08
H  2.76  -2.65  -0.24
H  2.40  -2.80  -1.97
H  0.76  -6.07  -2.02
H  0.24  -4.70  -3.02
H  -0.92  -5.50  -1.96
H  -1.65  -2.78  -0.65

Results
energy above the lowest of the compared OMol25 structures with the same formula, charge and spin: 2.4 kcal/mol
expectation value of S²: 0.76
total charge: -2
spin multiplicity: 2
HOMO level (alpha / beta): -0.029 / -0.035 Eh

***

[3]
The following is a quantum chemistry calculation of a molecular structure, C45H51MnN6OSSi3, from the OMol25 dataset.

Geometry (Å):
Mn  -0.01  0.22  -0.09
C  0.05  2.61  2.85
Si  -1.51  1.51  2.72
C  -1.75  0.90  4.53
C  -3.04  2.62  2.33
N  -1.27  0.27  1.54
C  -1.91  -0.95  1.58
C  -3.03  -1.23  2.36
C  -3.60  -2.49  2.37
C  -3.04  -3.51  1.60
C  -1.94  -3.26  0.82
C  -1.36  -1.99  0.77
N  -0.29  -1.65  0.01
Si  0.90  -2.80  -0.59
C  0.19  -3.90  -2.00
C  1.48  -4.00  0.79
C  2.58  -2.14  -1.25
H  -0.14  3.47  3.49
H  0.41  2.99  1.90
H  0.86  2.05  3.31
H  -1.13  1.49  5.21
H  -1.45  -0.13  4.62
H  -2.77  0.99  4.87
H  -2.84  3.66  2.54
H  -3.89  2.33  2.94
H  -3.35  2.55  1.29
H  -3.46  -0.44  2.96
H  -4.47  -2.68  2.97
H  -3.48  -4.50  1.61
H  -1.52  -4.04  0.20
H  0.28  -4.95  -1.75
H  0.72  -3.74  -2.93
H  -0.86  -3.69  -2.19
H  0.66  -4.51  1.27
H  2.05  -3.49  1.56
H  2.12  -4.76  0.35
H  2.56  -1.99  -2.32
H  3.36  -2.87  -1.04
H  2.89  -1.20  -0.80
C  0.82  -3.88  6.32
C  0.27  -3.29  5.02
C  -1.08  -2.63  5.33
C  0.01  -4.44  4.03
C  1.24  -2.30  4.37
C  2.52  -2.10  4.89
C  3.42  -1.26  4.25
C  3.04  -0.62  3.09
S  4.00  0.45  2.10
C  2.59  0.66  1.06
N  1.52  -0.04  1.42
C  1.74  -0.76  2.55
C  0.86  -1.62  3.22
C  2.63  1.55  -0.04
C  3.84  1.95  -0.64
C  3.84  2.75  -1.75
C  2.63  3.21  -2.28
C  1.43  2.86  -1.67
C  1.41  2.03  -0.57
H  0.09  -4.56  6.75
H  1.02  -3.10  7.05
H  1.73  -4.45  6.14
H  -1.74  -3.35  5.80
H  -1.56  -2.27  4.43
H  -0.94  -1.79  6.02
H  -0.63  -5.18  4.49
H  0.95  -4.91  3.74
H  -0.49  -4.06  3.14
H  2.85  -2.58  5.79
H  4.42  -1.12  4.65
H  -0.12  -1.76  2.81
H  4.77  1.57  -0.24
H  4.77  3.03  -2.23
H  2.62  3.85  -3.16
H  0.50  3.25  -2.07
N  1.67  0.18  -3.97
C  0.62  -0.18  -3.16
O  0.78  -0.07  -1.92
C  -0.54  -0.67  -3.80
C  -0.69  -0.55  -5.17
N  -0.80  -0.40  -6.31
C  -1.60  -1.28  -3.12
N  -2.50  -1.81  -2.64
H  1.49  0.27  -4.95
H  2.34  0.82  -3.56
C  -6.63  0.42  -1.69
C  -5.78  0.60  -2.76
C  -4.42  0.76  -2.55
C  -3.88  0.74  -1.27
C  -4.75  0.52  -0.20
C  -6.11  0.38  -0.41
Si  -1.98  1.02  -1.01
C  -1.94  2.91  -1.47
C  -1.51  3.86  -0.54
C  -1.31  5.19  -0.88
C  -1.52  5.60  -2.19
C  -1.96  4.68  -3.13
C  -2.16  3.36  -2.77
H  -7.69  0.29  -1.86
H  -6.17  0.62  -3.77
H  -3.78  0.89  -3.41
H  -4.35  0.45  0.80
H  -6.77  0.24  0.44
H  0.47  1.84  0.01
H  -1.31  3.55  0.48
H  -0.98  5.90  -0.14
H  -1.32  6.62  -2.48
H  -2.12  4.99  -4.15
H  -2.49  2.66  -3.52

Results
energy above the lowest of the compared OMol25 structures with the same formula, charge and spin: 38.3 kcal/mol
expectation value of S²: 0.78
total charge: -1
spin multiplicity: 2
HOMO level (alpha / beta): -0.123 / -0.120 Eh

***

[4]
The following is a quantum chemistry calculation of 6 unconnected molecules or ions with the total composition C45H52BCl2F3N5O19PS, from the OMol25 dataset.

Geometry (Å):
C  -1.45  0.10  3.42
C  -1.73  -0.83  2.21
C  -1.04  -0.40  0.86
Cl  -0.70  1.38  1.01
C  -1.60  -0.91  -0.52
C  -0.45  -1.84  -1.03
P  1.17  -1.04  -1.36
O  2.21  -1.53  -0.46
O  1.60  -1.43  -2.89
O  1.15  0.58  -1.28
C  -2.01  0.16  -1.58
B  -1.38  -0.05  -3.04
O  -0.76  1.02  -3.70
O  -1.44  -1.22  -3.78
C  -3.48  0.73  -1.59
C  -4.37  0.48  -2.83
C  -5.58  -0.50  -2.73
O  -6.78  0.25  -2.66
C  -3.44  2.31  -1.54
F  -2.64  2.84  -0.62
F  -4.63  2.81  -1.29
F  -2.96  2.78  -2.71
S  -4.26  0.26  0.01
O  -5.67  0.47  0.01
O  -3.77  1.06  1.09
O  -4.04  -1.32  0.13
C  -2.83  -1.90  -0.41
C  -3.23  -2.53  -1.76
C  -2.55  -3.19  0.46
C  -3.69  -3.52  1.47
C  -4.93  -4.15  0.82
Cl  -2.96  -4.85  2.52
H  -2.08  0.99  3.42
H  -0.39  0.28  3.58
H  -1.78  -0.49  4.28
H  -1.31  -1.79  2.54
H  -2.81  -0.96  2.18
H  -0.03  -0.79  1.05
H  -0.16  -2.54  -0.24
H  -0.71  -2.47  -1.88
H  1.78  -0.64  -3.42
H  1.18  0.99  -2.16
H  -1.39  1.04  -1.33
H  -1.18  1.15  -4.56
H  -0.55  -1.36  -4.15
H  -3.87  0.14  -3.75
H  -4.89  1.38  -3.18
H  -5.66  -1.10  -3.65
H  -5.52  -1.22  -1.90
H  -7.51  -0.30  -2.96
H  -3.41  -1.85  -2.60
H  -2.52  -3.29  -2.11
H  -4.16  -3.08  -1.58
H  -1.64  -3.14  1.06
H  -2.46  -4.09  -0.15
H  -3.90  -2.71  2.16
H  -5.56  -3.33  0.46
H  -4.62  -4.72  -0.06
H  -5.50  -4.77  1.51
O  -6.73  -4.85  -5.15
N  -5.60  -4.42  -5.14
O  -4.79  -4.61  -4.24
C  -5.16  -3.60  -6.28
C  -6.06  -3.33  -7.30
C  -5.65  -2.53  -8.36
C  -4.36  -2.03  -8.39
C  -3.46  -2.32  -7.37
C  -3.87  -3.11  -6.30
H  -7.06  -3.72  -7.27
H  -6.34  -2.30  -9.16
H  -4.04  -1.40  -9.22
H  -2.46  -1.93  -7.40
H  -3.17  -3.33  -5.50
O  8.89  -0.92  3.50
N  7.72  -0.85  3.82
O  7.34  -0.61  4.95
C  6.71  -1.06  2.79
C  7.11  -1.38  1.50
C  6.14  -1.60  0.53
C  4.79  -1.51  0.85
C  4.41  -1.18  2.14
C  5.36  -0.96  3.12
H  8.15  -1.45  1.24
H  6.44  -1.85  -0.48
H  4.04  -1.69  0.09
H  3.36  -1.11  2.39
H  5.06  -0.71  4.13
O  -3.87  2.80  -7.28
N  -4.16  3.38  -6.25
O  -4.60  2.83  -5.26
C  -3.97  4.83  -6.20
C  -3.51  5.50  -7.32
C  -3.36  6.87  -7.28
C  -3.66  7.57  -6.11
C  -4.12  6.89  -4.99
C  -4.27  5.51  -5.03
H  -3.27  4.96  -8.23
H  -3.01  7.41  -8.15
H  -3.55  8.64  -6.08
H  -4.35  7.43  -4.08
H  -4.63  4.98  -4.16
O  0.51  1.40  5.70
N  0.73  0.27  6.09
O  0.14  -0.72  5.70
C  1.78  0.09  7.11
C  2.45  1.20  7.60
C  3.42  1.03  8.57
C  3.72  -0.25  9.04
C  3.05  -1.35  8.53
C  2.07  -1.19  7.56
H  2.22  2.19  7.24
H  3.94  1.88  8.97
H  4.47  -0.38  9.80
H  3.28  -2.34  8.89
H  1.55  -2.05  7.17
O  12.54  4.53  7.72
N  12.33  3.33  7.78
O  12.79  2.58  8.62
C  11.44  2.75  6.76
C  10.92  3.56  5.77
C  10.11  3.00  4.80
C  9.82  1.64  4.83
C  10.34  0.84  5.83
C  11.16  1.39  6.80
H  11.14  4.62  5.74
H  9.70  3.63  4.01
H  9.19  1.21  4.07
H  10.11  -0.22  5.85
H  11.56  0.76  7.58

Results
structure (SMILES): CC[C@H](Cl)[C@]1(CP(=O)(O)O)[C@@H](B(O)O)[C@](CCO)(C(F)(F)F)S(=O)(=O)O[C@]1(C)C[C@@H](C)Cl.O=[N+]([O-])c1ccccc1.O=[N+]([O-])c1ccccc1.O=[N+]([O-])c1ccccc1.O=[N+]([O-])c1ccccc1.O=[N+]([O-])c1ccccc1
HOMO level: -0.357 Eh